(1)
{
  "formula": "C78H65N13O26",
  "method": "ωB97M-V/def2-TZVPD",
  "homo_ev": -8.97,
  "total_energy_ha": -5678.14663,
  "orbital_gap_ev": 7.4,
  "species": ["C", "C", "C", "C", "C", "C", "N", "O", "O", "H", "H", "H", "H", "H", "C", "C", "C", "C", "C", "C", "N", "O", "O", "H", "H", "H", "H", "H", "C", "C", "C", "C", "C", "C", "N", "O", "O", "H", "H", "H", "H", "H", "C", "C", "C", "C", "C", "C", "N", "O", "O", "H", "H", "H", "H", "H", "C", "C", "C", "C", "C", "C", "N", "O", "O", "H", "H", "H", "H", "H", "C", "C", "C", "C", "C", "C", "N", "O", "O", "H", "H", "H", "H", "H", "C", "C", "C", "C", "C", "C", "N", "O", "O", "H", "H", "H", "H", "H", "C", "C", "C", "C", "C", "C", "N", "O", "O", "H", "H", "H", "H", "H", "C", "C", "C", "C", "C", "C", "N", "O", "O", "H", "H", "H", "H", "H", "C", "C", "C", "C", "C", "C", "N", "O", "O", "H", "H", "H", "H", "H", "C", "C", "C", "C", "C", "C", "N", "O", "O", "H", "H", "H", "H", "H", "C", "C", "C", "C", "C", "C", "N", "O", "O", "H", "H", "H", "H", "H", "C", "C", "C", "C", "C", "C", "N", "O", "O", "H", "H", "H", "H", "H"],
  "coordinates": [[-29.66, -11.45, -16.63], [-28.46, -11.81, -15.93], [-27.56, -10.82, -15.54], [-27.86, -9.48, -15.91], [-29.03, -9.14, -16.61], [-29.93, -10.14, -17.00], [-26.98, -8.39, -15.45], [-27.34, -7.28, -15.80], [-25.95, -8.67, -14.77], [-30.31, -12.26, -16.85], [-28.22, -12.82, -15.64], [-26.60, -11.02, -15.08], [-29.22, -8.15, -16.83], [-30.83, -9.97, -17.59], [-30.59, -6.45, -14.57], [-29.95, -5.26, -14.60], [-28.83, -5.04, -13.82], [-28.45, -6.04, -12.96], [-29.02, -7.32, -13.02], [-30.11, -7.51, -13.84], [-27.40, -5.85, -12.01], [-27.06, -4.72, -11.78], [-26.89, -6.82, -11.47], [-31.51, -6.53, -15.12], [-30.31, -4.54, -15.33], [-28.33, -4.12, -13.99], [-28.69, -8.12, -12.30], [-30.58, -8.45, -13.95], [-25.72, -9.72, -20.10], [-24.82, -8.71, -20.37], [-23.74, -8.38, -19.52], [-23.79, -9.08, -18.31], [-24.82, -9.92, -17.90], [-25.80, -10.29, -18.79], [-22.57, -8.91, -17.38], [-21.62, -8.40, -17.90], [-22.59, -9.41, -16.29], [-26.40, -9.97, -20.87], [-24.90, -8.29, -21.38], [-22.97, -7.68, -19.84], [-24.73, -10.25, -16.88], [-26.61, -10.87, -18.45], [-18.36, 1.78, -15.55], [-18.75, 2.43, -14.37], [-19.94, 2.14, -13.77], [-20.87, 1.27, -14.42], [-20.51, 0.68, -15.65], [-19.27, 0.98, -16.20], [-22.19, 1.06, -13.85], [-23.01, 0.48, -14.55], [-22.43, 1.44, -12.73], [-17.42, 2.00, -16.10], [-18.09, 3.12, -13.92], [-20.21, 2.64, -12.86], [-21.27, 0.10, -16.17], [-18.98, 0.53, -17.16], [-26.16, -6.11, -18.71], [-27.04, -5.20, -19.24], [-26.65, -3.86, -19.33], [-25.50, -3.44, -18.72], [-24.66, -4.38, -18.14], [-24.92, -5.72, -18.20], [-25.08, -2.01, -18.75], [-25.59, -1.35, -19.64], [-24.32, -1.59, -17.91], [-26.45, -7.18, -18.66], [-28.03, -5.54, -19.52], [-27.21, -3.17, -19.86], [-23.74, -4.04, -17.73], [-24.18, -6.40, -17.79], [-26.38, 1.15, -14.89], [-26.78, 0.82, -16.23], [-27.70, -0.19, -16.47], [-28.33, -0.83, -15.42], [-27.99, -0.50, -14.11], [-26.98, 0.46, -13.83], [-29.40, -1.86, -15.64], [-29.56, -2.20, -16.80], [-29.88, -2.32, -14.66], [-25.65, 1.92, -14.74], [-26.35, 1.28, -17.13], [-28.07, -0.35, -17.48], [-28.43, -1.08, -13.33], [-26.60, 0.64, -12.81], [-26.87, -1.41, -10.59], [-25.68, -1.45, -11.27], [-24.70, -0.50, -11.10], [-24.98, 0.56, -10.23], [-26.27, 0.70, -9.63], [-27.16, -0.37, -9.72], [-24.00, 1.60, -10.03], [-22.81, 1.34, -10.11], [-24.43, 2.76, -9.81], [-27.57, -2.26, -10.61], [-25.52, -2.27, -11.99], [-23.72, -0.54, -11.58], [-26.56, 1.56, -9.09], [-28.16, -0.33, -9.32], [-25.92, -4.91, -8.90], [-26.38, -4.10, -7.85], [-25.63, -3.02, -7.40], [-24.38, -2.83, -7.98], [-23.93, -3.64, -9.03], [-24.72, -4.60, -9.52], [-23.47, -1.73, -7.45], [-23.93, -1.12, -6.49], [-22.31, -1.66, -7.81], [-26.58, -5.58, -9.38], [-27.38, -4.32, -7.46], [-25.99, -2.36, -6.62], [-22.99, -3.38, -9.56], [-24.62, -5.16, -10.44], [-20.19, -1.21, -10.04], [-19.48, -2.29, -9.50], [-18.16, -2.50, -9.83], [-17.52, -1.61, -10.66], [-18.15, -0.44, -11.11], [-19.52, -0.27, -10.86], [-16.08, -1.87, -11.06], [-15.61, -1.19, -11.92], [-15.47, -2.77, -10.50], [-21.23, -1.07, -9.85], [-19.92, -2.93, -8.75], [-17.61, -3.37, -9.55], [-17.59, 0.17, -11.74], [-20.07, 0.62, -11.13], [-23.20, -8.54, -12.96], [-23.73, -7.92, -11.85], [-22.97, -7.16, -11.05], [-21.65, -6.98, -11.29], [-21.00, -7.66, -12.37], [-21.82, -8.37, -13.22], [-20.88, -6.06, -10.37], [-19.67, -6.02, -10.53], [-21.55, -5.38, -9.61], [-23.80, -9.12, -13.66], [-24.79, -7.94, -11.59], [-23.47, -6.68, -10.18], [-19.93, -7.54, -12.46], [-21.39, -8.96, -14.06], [-17.99, -4.33, -12.84], [-18.37, -3.04, -13.29], [-17.58, -2.44, -14.23], [-16.43, -3.10, -14.70], [-16.11, -4.37, -14.23], [-16.89, -5.02, -13.29], [-15.61, -2.56, -15.83], [-15.65, -1.36, -16.08], [-15.02, -3.37, -16.47], [-18.62, -4.79, -12.06], [-19.24, -2.55, -12.93], [-17.85, -1.51, -14.65], [-15.19, -4.82, -14.57], [-16.62, -6.01, -13.07], [-25.49, -4.68, -14.97], [-25.11, -3.33, -15.12], [-24.08, -2.81, -14.44], [-23.28, -3.67, -13.65], [-23.57, -5.04, -13.57], [-24.74, -5.46, -14.17], [-22.16, -3.07, -12.91], [-21.90, -1.88, -13.05], [-21.55, -3.83, -12.16], [-26.27, -5.13, -15.53], [-25.68, -2.68, -15.73], [-23.75, -1.81, -14.60], [-22.86, -5.70, -13.12], [-24.94, -6.50, -14.03], [-18.50, -1.60, -19.47], [-19.85, -1.88, -19.69], [-20.53, -2.78, -18.91], [-19.83, -3.31, -17.85], [-18.50, -3.14, -17.62], [-17.80, -2.29, -18.46], [-20.60, -4.18, -16.92], [-21.75, -4.44, -17.15], [-20.05, -4.55, -15.89], [-18.00, -0.92, -20.16], [-20.31, -1.40, -20.58], [-21.54, -3.02, -19.18], [-17.97, -3.66, -16.87], [-16.75, -2.15, -18.36]],
  "mulliken_charge": [-0.54, -0.63, -0.36, -0.07, -0.43, -1.04, 1.25, -0.49, -0.26, 0.47, 0.43, 0.44, 0.84, 0.44, -0.98, -0.36, 0.16, -0.12, -0.83, -0.47, 0.88, -0.19, -0.62, 0.46, 0.40, 0.67, 0.44, 0.55, -0.80, -0.35, -0.30, 0.29, -0.75, -0.32, 1.24, -0.63, -0.66, 0.43, 0.40, 0.47, 0.53, 0.46, -0.36, -0.56, -0.50, 0.06, -0.49, -0.39, 1.03, -0.50, -0.63, 0.38, 0.45, 0.42, 0.65, 0.34, 0.45, -1.34, -0.65, -0.55, -0.79, 0.09, 1.30, -0.69, -0.55, 0.23, 0.47, 0.65, 0.92, 0.60, -0.58, -0.61, -0.44, -0.02, -0.35, 0.00, 1.12, -0.65, -0.64, 0.45, 0.35, 0.48, 0.54, 0.31, -0.11, 0.62, 0.77, -0.05, -1.13, -0.84, 1.02, -0.50, -0.65, 0.36, -0.37, -0.20, 0.63, 0.49, -1.32, -0.76, -0.68, -0.33, -0.02, 0.47, 1.20, -0.67, -0.58, 0.63, 0.40, 0.56, 0.38, 0.73, -0.36, -0.16, -0.60, -0.22, -0.73, -0.36, 1.23, -0.62, -0.67, 0.47, 0.46, 0.51, 0.58, 0.51, -0.31, -0.07, -0.78, 0.21, -0.90, -0.50, 1.15, -0.73, -0.62, 0.39, 0.40, 0.70, 0.56, 0.43, -0.37, 0.71, 0.09, -0.68, -0.40, -1.23, 1.05, -0.60, -0.59, 0.27, 0.14, 0.59, 0.49, 0.58, -0.30, -1.18, 0.15, -0.14, -0.02, 0.15, 0.44, 0.07, -0.14, 0.94, 0.39, 0.14, -0.08, -0.37, -0.87, -0.29, -0.49, 0.06, -0.65, -0.36, 1.06, -0.64, -0.56, 0.42, 0.36, 0.46, 0.83, 0.47]
}

---

(2)
{
  "formula": "C7F6N2",
  "method": "ωB97M-V/def2-TZVPD",
  "homo_ev": -8.03,
  "total_energy_ha": -975.16412,
  "orbital_gap_ev": 7.8,
  "smiles": "FC1=NN1c1c(F)c(F)c(F)c(F)c1F",
  "species": ["C", "C", "C", "C", "C", "C", "C", "N", "N", "F", "F", "F", "F", "F", "F"],
  "coordinates": [[-0.52, 0.02, 0.00], [0.19, 1.25, 0.16], [0.22, -1.21, -0.25], [1.66, 1.16, 0.14], [1.63, -1.26, -0.31], [2.28, -0.07, 0.16], [-3.20, -0.07, 0.29], [-2.62, -1.32, 0.01], [-1.89, -0.01, -0.15], [-0.32, 2.56, 0.11], [-0.71, -2.17, -0.39], [2.38, 2.20, 0.35], [2.16, -2.32, -0.80], [3.64, -0.03, 0.36], [-3.96, 0.64, 0.90]],
  "mulliken_charge": [-0.06, 0.22, 0.51, 0.37, 0.23, 0.17, 0.67, -0.51, -0.09, -0.29, -0.24, -0.28, -0.25, -0.28, -0.16]
}

---

(3)
{
  "formula": "C7H10",
  "method": "ωB97M-V/def2-TZVPD",
  "homo_ev": -8.53,
  "total_energy_ha": -272.57155,
  "orbital_gap_ev": 9.7,
  "smiles": "C=C1[C@H]2C[C@@H]12.C=C",
  "species": ["C", "C", "C", "C", "C", "C", "C", "H", "H", "H", "H", "H", "H", "H", "H", "H", "H"],
  "coordinates": [[0.98, -1.19, 1.48], [0.60, -2.42, 1.81], [0.21, 1.23, -0.86], [1.49, 1.58, -0.75], [-0.89, 0.90, -1.74], [-1.64, -0.03, -0.84], [-1.11, 1.25, -0.27], [1.82, -1.00, 0.81], [0.47, -0.31, 1.86], [1.11, -3.30, 1.42], [-0.25, -2.59, 2.47], [1.89, 1.94, 0.20], [2.16, 1.51, -1.60], [-1.25, 1.41, -2.62], [-1.19, -0.98, -0.53], [-2.72, -0.07, -0.99], [-1.67, 2.07, 0.16]],
  "mulliken_charge": [-0.51, -0.44, 0.64, -0.77, -0.55, -0.29, -0.47, 0.23, 0.22, 0.24, 0.24, 0.28, 0.25, 0.27, 0.17, 0.25, 0.25]
}